Here is a 2-piece molecular cluster, C3H9NO2 overall from the OMol25 dataset. Energies are from wB97M-V/def2-TZVPD.

ORCA input file:
```
! wB97M-V def2-TZVPD RIJCOSX def2/J DEFGRID3
* xyz 0 1
C 0.19 1.74 -0.61
C -0.44 1.22 0.67
C -0.29 -0.27 0.90
N -0.20 -0.60 2.25
O -0.33 -1.12 0.04
H -0.47 1.53 -1.46
H 0.35 2.81 -0.59
H 1.11 1.22 -0.88
H -1.51 1.42 0.63
H -0.07 1.74 1.56
H 0.49 -0.14 2.80
H -0.45 -1.56 2.45
H -0.06 -1.22 -2.34
H 1.41 -1.01 -2.04
O 0.75 -0.88 -2.73
*
```

For the energy above the lowest of the compared OMol25 structures with the same formula, charge and spin, the calculation gives 46.3 kJ/mol. Its SMILES is CCC(N)=O.O. The calculation puts the lowest unoccupied orbital energy at 0.8 eV. The gap between HOMO and LUMO is 10.9 eV.

=====

Here is C29H53AuBO2P2 as an isolated structure at a distorted geometry from the OMol25 dataset. Energies are from wB97M-V/def2-TZVPD.

ORCA input file:
```
! wB97M-V def2-TZVPD RIJCOSX def2/J DEFGRID3
* xyz 1 3
Au 2.04 0.30 -0.88
C -1.00 -0.73 0.87
C -0.71 -1.83 -0.02
C 1.30 -1.03 0.83
C 0.18 -0.36 1.52
C 0.66 -2.09 0.02
C -2.36 -0.19 1.13
H -2.93 -0.05 0.20
H -2.32 0.78 1.63
H -2.94 -0.87 1.78
C 0.26 0.47 2.74
H -0.14 1.50 2.60
H 1.28 0.56 3.13
H -0.34 0.01 3.54
C 2.53 -1.43 1.59
H 2.29 -2.17 2.38
H 3.03 -0.57 2.06
H 3.25 -1.89 0.90
C 1.40 -3.16 -0.68
H 0.96 -4.16 -0.56
H 2.43 -3.21 -0.31
H 1.48 -2.95 -1.76
C -1.69 -2.55 -0.86
H -1.35 -3.58 -1.08
H -1.83 -2.05 -1.84
H -2.69 -2.61 -0.39
C -2.78 2.51 -1.72
C -3.81 1.64 -1.76
C -3.90 0.32 -2.52
C -3.25 0.21 -3.94
C -1.87 -0.27 -4.09
C -0.61 0.49 -3.86
C -0.79 1.27 -2.52
C -1.63 2.53 -2.70
H -4.97 0.09 -2.63
H -3.51 1.11 -4.51
H -3.55 -0.51 -1.90
H -1.94 2.68 -3.75
H -2.78 3.36 -1.00
H -4.72 1.85 -1.17
H -1.02 3.40 -2.42
H -1.26 0.52 -1.83
H 0.20 -0.23 -3.62
H 0.17 1.51 -1.96
H -3.84 -0.60 -4.43
H -1.77 -1.32 -4.43
P 0.24 1.33 -5.30
C 0.14 3.09 -5.74
C -0.67 0.53 -6.67
P 2.98 -0.24 -4.61
C 2.04 1.09 -5.53
C 2.11 -1.64 -5.44
C 4.46 -0.28 -5.78
H 1.09 3.60 -5.52
H -0.66 3.64 -5.23
H -0.02 3.19 -6.82
H -0.34 0.86 -7.67
H -1.74 0.79 -6.56
H -0.59 -0.57 -6.61
H 4.15 -0.05 -6.80
H 4.90 -1.28 -5.76
H 5.19 0.46 -5.45
H 2.54 2.04 -5.24
H 2.21 1.00 -6.62
H 2.82 -2.45 -5.64
H 1.65 -1.35 -6.40
H 1.32 -2.01 -4.77
C 4.85 3.99 1.59
C 3.76 2.99 1.88
C 4.03 2.57 3.32
O 3.85 1.86 1.02
B 2.58 1.63 0.55
O 1.60 2.42 1.15
C 2.33 3.56 1.59
C 1.58 4.19 2.74
C 2.34 4.59 0.44
H 5.81 3.58 1.90
H 4.68 4.89 2.20
H 4.90 4.27 0.54
H 5.05 2.17 3.35
H 4.02 3.46 3.98
H 3.33 1.82 3.71
H 2.09 5.13 3.03
H 0.56 4.46 2.44
H 1.54 3.54 3.62
H 2.91 4.21 -0.43
H 1.31 4.81 0.12
H 2.79 5.54 0.77
*
```

For the energy above the lowest of the compared OMol25 structures with the same formula, charge and spin, the calculation gives 70.3 kJ/mol. The calculation puts the lowest unoccupied orbital energy (spin up / spin down) at -2.5 / -3.4 eV. The gap between HOMO and LUMO (spin up / spin down) is 6.3 / 5.6 eV.

=====

Here is a 2-piece molecular cluster, C17H24BCl3N2O2 overall at a distorted geometry from the OMol25 dataset. Energies are from wB97M-V/def2-TZVPD.

ORCA input file:
```
! wB97M-V def2-TZVPD RIJCOSX def2/J DEFGRID3
* xyz 0 1
Cl -2.18 -3.34 -1.41
B -0.59 -2.64 -0.73
Cl 0.34 -3.97 0.14
Cl 0.42 -1.98 -2.13
O -0.88 -1.55 0.20
C 0.16 -0.92 0.77
C -0.04 0.12 1.68
C 1.02 0.82 2.30
C 0.75 1.84 3.18
C -0.56 2.20 3.47
C -1.61 1.52 2.87
C -1.36 0.50 1.99
H 1.15 -1.25 0.50
H 2.04 0.56 2.08
H 1.56 2.38 3.65
H -0.76 3.00 4.15
H -2.63 1.80 3.08
H -2.16 -0.03 1.51
C 1.07 -3.03 7.43
N 1.83 -1.80 7.18
C 3.31 -1.92 7.34
C 3.90 -2.83 6.27
C 3.33 -2.60 4.90
N 3.91 -3.28 3.79
C 5.15 -4.06 3.99
C 5.84 -4.37 2.66
O 4.95 -4.97 1.73
C 3.82 -4.15 1.46
C 3.04 -3.83 2.73
C 2.24 -1.83 4.73
C 1.50 -1.21 5.86
H 0.01 -2.82 7.45
H 1.27 -3.77 6.65
H 1.35 -3.45 8.39
H 3.74 -0.91 7.27
H 3.52 -2.28 8.35
H 4.99 -2.72 6.25
H 3.70 -3.88 6.54
H 5.84 -3.49 4.63
H 4.90 -4.98 4.51
H 6.24 -3.46 2.20
H 6.68 -5.06 2.79
H 4.17 -3.24 0.97
H 3.20 -4.69 0.74
H 2.55 -4.73 3.13
H 2.24 -3.11 2.51
H 1.88 -1.65 3.74
H 0.42 -1.30 5.70
H 1.71 -0.14 5.91
*
```

The calculation puts the lowest unoccupied orbital energy at -2.5 eV. The gap between HOMO and LUMO is 5.2 eV.

=====

Here is a 2-piece molecular cluster, C4H8N3O2 overall at a distorted geometry from the OMol25 dataset. Energies are from wB97M-V/def2-TZVPD.

ORCA input file:
```
! wB97M-V def2-TZVPD RIJCOSX def2/J DEFGRID3
* xyz 1 1
C 0.99 -0.36 -0.68
C -1.98 -0.59 -0.86
C 0.20 1.43 1.08
C 0.19 0.44 0.03
N 1.43 -1.53 0.38
N -1.73 -1.40 -0.01
N -0.25 1.80 -0.28
O 1.26 -0.54 -1.84
O -2.20 0.40 -1.38
H -0.56 1.56 1.88
H 1.16 1.96 1.44
H 2.23 -2.03 0.22
H 0.66 -2.09 0.05
H 1.52 -1.17 1.32
H -2.04 -2.34 -0.13
H -1.33 2.08 -0.47
H 0.43 2.39 -0.74
*
```

For the energy above the lowest of the compared OMol25 structures with the same formula, charge and spin, the calculation gives 442.4 kJ/mol. The calculation puts the lowest unoccupied orbital energy at -3.2 eV. The gap between HOMO and LUMO is 9.5 eV.

=====

Here is an isolated ion of composition C4H7N2 and charge +1 at a distorted geometry from the OMol25 dataset. Energies are from wB97M-V/def2-TZVPD.

ORCA input file:
```
! wB97M-V def2-TZVPD RIJCOSX def2/J DEFGRID3
* xyz 1 1
C 1.92 -0.66 0.05
C 0.61 1.34 -0.11
C -1.55 0.12 0.63
C -1.10 -0.63 -0.54
N 1.49 0.51 0.04
N -0.98 0.84 -0.50
H 2.36 -0.88 1.02
H 2.48 -1.11 -0.82
H 0.55 2.43 -0.09
H -2.60 0.33 0.60
H -1.02 0.06 1.62
H -0.27 -1.35 -0.60
H -1.88 -1.01 -1.30
*
```

For the energy above the lowest of the compared OMol25 structures with the same formula, charge and spin, the calculation gives 552.9 kJ/mol. Its SMILES is C=NC=[N+]1CC1. The calculation puts the lowest unoccupied orbital energy (spin up / spin down) at -6.2 / -6.2 eV. The gap between HOMO and LUMO (spin up / spin down) is 8.8 / 8.8 eV.

=====

Here is C26H37Br49F3N6 as an isolated structure at a distorted geometry from the OMol25 dataset. Energies are from wB97M-V/def2-TZVPD.

ORCA input file:
```
! wB97M-V def2-TZVPD RIJCOSX def2/J DEFGRID3
* xyz 1 1
C 1.22 -3.76 6.08
C 1.79 -2.75 5.07
C 1.56 -3.18 3.62
Br 2.01 -1.68 2.43
N 0.21 -3.64 3.36
C -0.86 -2.63 3.56
C -1.51 -2.10 2.26
C -2.93 -1.66 2.59
F -2.95 -0.73 3.54
F -3.55 -1.18 1.52
F -3.66 -2.71 3.03
C -1.56 -3.19 1.18
N -1.32 -4.52 1.79
C -0.03 -4.47 2.32
N 0.86 -5.23 1.73
C 0.54 -6.12 0.60
C 1.75 -6.92 0.08
N 1.30 -7.88 -0.91
N 2.64 -6.01 -0.60
N 2.44 -7.69 1.12
H 0.51 -3.28 6.75
H 0.68 -4.59 5.60
H 2.00 -4.21 6.69
H 1.36 -1.76 5.24
H 2.87 -2.68 5.20
H 2.31 -3.93 3.39
H -1.63 -3.10 4.17
H -0.49 -1.79 4.14
H -0.99 -1.23 1.87
H -2.53 -3.22 0.68
H -0.81 -3.05 0.41
H -2.01 -4.72 2.52
H 1.82 -5.21 2.05
H -0.25 -6.80 0.94
H 0.13 -5.53 -0.21
H 0.68 -8.57 -0.49
H 0.80 -7.41 -1.65
H 3.29 -6.55 -1.16
H 3.17 -5.44 0.05
H 1.87 -8.41 1.54
H 2.89 -7.13 1.83
C -2.20 3.14 2.33
Br -2.01 4.88 1.54
Br -1.69 1.76 1.09
Br -1.22 2.99 3.98
H -3.25 3.00 2.56
C -1.65 -0.28 7.42
Br -2.74 0.43 8.83
Br 0.19 -0.45 7.96
Br -2.36 -1.95 6.76
H -1.68 0.42 6.60
C -0.40 4.57 -2.44
Br -2.05 3.72 -2.95
Br 0.78 3.32 -1.57
Br 0.45 5.43 -3.93
H -0.65 5.33 -1.71
C -2.06 8.67 -5.60
Br -2.67 7.85 -3.97
Br -0.30 9.41 -5.38
Br -2.12 7.44 -7.08
H -2.73 9.48 -5.83
C 6.40 -3.55 0.67
Br 7.69 -2.48 1.60
Br 7.21 -5.02 -0.27
Br 5.02 -4.18 1.87
H 5.91 -2.92 -0.06
C 1.90 2.02 -4.62
Br 3.22 2.70 -5.84
Br 0.38 1.30 -5.53
Br 2.67 0.75 -3.39
H 1.56 2.85 -4.02
C 3.17 3.42 1.36
Br 2.26 1.79 1.84
Br 2.19 4.95 2.01
Br 4.99 3.43 1.95
H 3.17 3.48 0.28
C -3.01 10.21 -0.54
Br -1.88 11.09 -1.83
Br -4.74 9.79 -1.25
Br -2.14 8.64 0.18
H -3.16 10.90 0.28
C 4.17 -2.20 -7.11
Br 5.24 -1.41 -8.49
Br 2.52 -2.90 -7.79
Br 5.15 -3.53 -6.12
H 3.92 -1.41 -6.41
C -2.28 3.37 -8.19
Br -2.93 2.65 -6.53
Br -0.53 4.13 -7.99
Br -2.32 2.04 -9.59
H -2.95 4.17 -8.48
C -5.44 -4.06 -0.32
Br -4.31 -3.08 -1.53
Br -7.08 -4.60 -1.14
Br -4.50 -5.56 0.45
H -5.69 -3.39 0.50
C -1.73 -2.40 -6.70
Br -1.64 -0.70 -7.60
Br -1.10 -3.83 -7.82
Br -0.81 -2.37 -5.00
H -2.77 -2.60 -6.49
C 3.93 7.71 4.23
Br 5.59 8.19 5.07
Br 2.53 7.46 5.52
Br 3.43 8.99 2.88
H 4.08 6.76 3.73
C -5.98 13.67 -0.14
Br -7.74 12.93 -0.30
Br -5.03 12.91 1.36
Br -4.98 13.50 -1.77
H -6.09 14.73 0.07
C -8.99 -4.60 2.63
Br -7.17 -4.09 3.01
Br -9.87 -3.28 1.54
Br -9.08 -6.35 1.85
H -9.51 -4.64 3.57
C 10.66 -3.61 -1.60
Br 10.60 -1.81 -2.29
Br 11.26 -4.87 -2.92
Br 11.71 -3.71 0.01
H 9.65 -3.88 -1.33
*
```

For the energy above the lowest of the compared OMol25 structures with the same formula, charge and spin, the calculation gives 0.0 kJ/mol. The calculation puts the lowest unoccupied orbital energy at -2.8 eV. The gap between HOMO and LUMO is 8.5 eV.

=====

Here is a 20-piece molecular cluster, C25H33Cl57N3O5S2 overall at a distorted geometry from the OMol25 dataset. Energies are from wB97M-V/def2-TZVPD.

ORCA input file:
```
! wB97M-V def2-TZVPD RIJCOSX def2/J DEFGRID3
* xyz -1 1
C 7.07 -2.88 1.35
C 6.93 -1.86 0.13
O 6.20 -0.88 0.28
N 7.70 -2.17 -1.08
C 8.35 -1.00 -1.69
S 6.82 -3.15 -2.18
O 6.14 -2.41 -3.30
O 7.81 -4.10 -2.82
N 5.80 -4.09 -1.20
S 4.15 -4.05 -1.63
O 3.44 -4.84 -0.54
O 3.88 -4.75 -2.93
C 3.36 -2.37 -1.63
C 2.45 -2.12 -0.36
C 1.62 -0.74 -0.30
N 2.30 0.52 -0.70
H 6.68 -2.44 2.31
H 8.19 -3.12 1.42
H 6.55 -3.87 1.15
H 8.20 -0.07 -1.03
H 9.48 -1.19 -1.72
H 8.04 -0.76 -2.73
H 2.69 -2.31 -2.56
H 4.14 -1.56 -1.77
H 1.66 -2.94 -0.37
H 3.09 -2.29 0.55
H 0.63 -0.80 -0.87
H 1.34 -0.62 0.80
H 2.74 0.50 -1.63
H 2.92 0.89 0.03
C 5.19 2.05 2.92
Cl 4.80 0.91 4.21
Cl 6.79 1.71 2.25
Cl 3.95 2.00 1.65
H 5.20 3.06 3.33
C -2.09 -2.26 -1.44
Cl -2.19 -0.94 -0.26
Cl -0.42 -2.53 -1.93
Cl -2.79 -3.74 -0.77
H -2.66 -1.98 -2.31
C -2.82 -2.86 -5.87
Cl -2.93 -1.55 -4.68
Cl -1.15 -3.10 -6.39
Cl -3.48 -4.36 -5.19
H -3.42 -2.59 -6.74
C -1.69 -7.36 -6.54
Cl -2.01 -6.66 -8.14
Cl -2.48 -8.94 -6.39
Cl 0.05 -7.50 -6.26
H -2.10 -6.70 -5.79
C -6.65 -1.76 -0.41
Cl -7.55 -0.24 -0.53
Cl -5.33 -1.78 -1.59
Cl -6.02 -1.99 1.23
H -7.32 -2.58 -0.64
C 8.21 5.13 0.46
Cl 8.59 3.85 -0.70
Cl 6.68 4.80 1.27
Cl 9.52 5.31 1.65
H 8.12 6.07 -0.08
C -6.33 0.69 -4.87
Cl -6.03 -0.61 -6.04
Cl -7.88 0.44 -4.06
Cl -5.02 0.77 -3.69
H -6.37 1.63 -5.41
C -8.44 -0.22 3.47
Cl -9.02 -1.26 2.16
Cl -8.80 1.47 3.13
Cl -9.15 -0.71 5.02
H -7.36 -0.33 3.54
C -6.10 -8.12 -4.90
Cl -5.83 -9.20 -3.52
Cl -5.06 -6.70 -4.79
Cl -5.83 -8.97 -6.42
H -7.14 -7.79 -4.87
C -11.20 -3.68 4.31
Cl -11.66 -4.80 5.61
Cl -9.63 -4.13 3.64
Cl -12.44 -3.65 3.05
H -11.12 -2.69 4.74
C -14.08 -7.50 4.89
Cl -14.21 -9.19 5.38
Cl -13.85 -7.38 3.13
Cl -15.51 -6.59 5.39
H -13.21 -7.06 5.37
C -16.83 -4.97 2.15
Cl -16.82 -4.06 3.67
Cl -18.24 -6.03 2.08
Cl -16.80 -3.87 0.77
H -15.93 -5.59 2.12
C 4.90 1.83 -4.40
Cl 5.60 3.19 -3.51
Cl 6.15 0.95 -5.28
Cl 4.01 0.77 -3.30
H 4.20 2.23 -5.13
C 7.37 7.04 4.68
Cl 7.02 7.70 3.08
Cl 6.67 5.42 4.85
Cl 9.11 7.00 4.98
H 6.91 7.69 5.42
C 12.24 5.74 6.65
Cl 11.72 6.16 8.28
Cl 13.52 6.83 6.10
Cl 12.79 4.06 6.59
H 11.39 5.84 5.98
C 9.28 11.09 5.04
Cl 10.18 10.46 3.66
Cl 7.69 10.33 5.15
Cl 10.19 10.85 6.54
H 9.14 12.16 4.90
C -6.00 -0.51 -9.95
Cl -6.91 -1.96 -9.49
Cl -6.63 0.91 -9.10
Cl -4.28 -0.73 -9.61
H -6.13 -0.36 -11.02
C -7.48 4.59 5.53
Cl -7.78 5.29 3.93
Cl -8.29 3.03 5.69
Cl -5.75 4.42 5.82
H -7.89 5.26 6.28
C 12.10 14.27 3.14
Cl 11.72 13.14 4.45
Cl 13.70 13.92 2.47
Cl 10.87 14.20 1.88
H 12.11 15.27 3.55
*
```

The calculation puts the lowest unoccupied orbital energy at 1.1 eV. The gap between HOMO and LUMO is 6.8 eV.

=====

Here is a 4-piece molecular cluster, C5H15NO3 overall at a distorted geometry from the OMol25 dataset. Energies are from wB97M-V/def2-TZVPD.

ORCA input file:
```
! wB97M-V def2-TZVPD RIJCOSX def2/J DEFGRID3
* xyz 1 2
C -1.67 1.07 -0.03
N -0.18 0.79 -0.09
C 0.48 0.46 -1.29
C 0.32 1.30 -2.39
C 1.00 -1.98 -0.47
C 1.30 -0.93 -1.26
H -2.01 1.15 -1.03
H -2.15 0.20 0.39
H -1.94 2.07 0.32
H 0.20 0.31 0.76
H -0.28 2.16 -2.38
H 0.56 0.76 -3.28
H 0.07 -1.97 0.09
H 1.66 -2.79 -0.40
H 2.21 -1.07 -1.81
H 1.08 0.00 3.19
H 1.22 -1.45 2.93
O 1.59 -0.68 2.76
H 0.33 2.11 3.34
H -0.94 1.22 3.21
O -0.05 1.19 3.61
H -1.21 -1.18 -2.78
H -2.07 -1.93 -1.87
O -2.06 -1.10 -2.29
*
```

For the energy above the lowest of the compared OMol25 structures with the same formula, charge and spin, the calculation gives 255.2 kJ/mol. The calculation puts the lowest unoccupied orbital energy (spin up / spin down) at -4.2 / -7.2 eV. The gap between HOMO and LUMO (spin up / spin down) is 10.0 / 7.0 eV.

=====

Here is a 2-piece molecular cluster, CH4N2OS overall at a distorted geometry from the OMol25 dataset. Energies are from wB97M-V/def2-TZVPD.

ORCA input file:
```
! wB97M-V def2-TZVPD RIJCOSX def2/J DEFGRID3
* xyz 0 1
C 0.85 1.58 -1.12
N 0.54 0.68 -0.31
N -0.34 -1.55 0.69
O -1.20 -1.50 1.66
S -2.82 -1.59 1.62
H 0.68 2.57 -0.81
H 0.89 1.38 -2.20
H 0.60 -1.26 1.11
H 0.80 -0.33 -0.64
*
```

For the energy above the lowest of the compared OMol25 structures with the same formula, charge and spin, the calculation gives 617.5 kJ/mol. The calculation puts the lowest unoccupied orbital energy (spin up / spin down) at -0.4 / -1.6 eV. The gap between HOMO and LUMO (spin up / spin down) is 8.8 / 7.4 eV.

=====

Here is one molecule with the formula C13H9FN2O3S2 at a distorted geometry from the OMol25 dataset. Energies are from wB97M-V/def2-TZVPD.

ORCA input file:
```
! wB97M-V def2-TZVPD RIJCOSX def2/J DEFGRID3
* xyz 0 1
O -2.61 2.93 -0.98
O -2.49 0.55 -1.03
F -1.82 1.76 5.51
N 0.84 -0.15 -2.07
N 0.88 0.21 0.13
O 1.50 -1.03 -0.16
S 1.84 -2.60 -3.97
C 1.47 -1.17 -1.53
C 0.50 0.67 -1.02
C 2.81 -4.08 -3.88
C 3.20 -4.36 -2.61
C 2.75 -3.35 -1.65
C 1.98 -2.36 -2.23
C -2.07 2.97 3.45
C -1.68 0.58 3.47
C -1.96 2.96 2.05
C -1.70 0.56 2.07
C -1.86 1.77 4.14
C -1.82 1.76 1.37
C -0.19 1.94 -1.16
S -1.87 1.75 -0.49
H 3.09 -4.69 -4.74
H 3.81 -5.20 -2.35
H 3.00 -3.36 -0.59
H -2.29 3.86 3.98
H -1.63 -0.38 4.03
H -2.04 3.87 1.47
H -1.68 -0.36 1.53
H 0.26 2.71 -0.54
H -0.22 2.25 -2.21
*
```

For the energy above the lowest of the compared OMol25 structures with the same formula, charge and spin, the calculation gives 0.0 kJ/mol. Its SMILES is O=S(=O)(Cc1noc(-c2cccs2)n1)c1ccc(F)cc1. The calculation puts the lowest unoccupied orbital energy at -0.4 eV. The gap between HOMO and LUMO is 9.0 eV.